{"formula": "C22H48F12N8O14S4", "method": "ωB97M-V/def2-TZVPD", "e_tot_ha": -5147.932170, "total_charge": 4, "elements": ["C", "C", "O", "N", "H", "H", "C", "H", "H", "H", "H", "H", "H", "C", "C", "O", "N", "H", "H", "C", "H", "H", "H", "H", "H", "H", "C", "C", "O", "N", "H", "H", "C", "H", "H", "H", "H", "H", "H", "C", "C", "O", "N", "H", "H", "C", "H", "H", "H", "H", "H", "H", "C", "C", "O", "N", "H", "H", "C", "H", "H", "H", "H", "H", "H", "C", "C", "O", "N", "H", "H", "C", "H", "H", "H", "H", "H", "H", "C", "F", "F", "F", "S", "O", "O", "N", "S", "O", "O", "C", "F", "F", "F", "C", "F", "F", "F", "S", "O", "O", "N", "S", "O", "O", "C", "F", "F", "F"], "coordinates": [[10.81, 2.36, -0.68], [10.10, 2.21, -2.01], [9.95, 1.34, -2.74], [9.24, 3.56, -2.22], [8.45, 3.48, -1.60], [9.76, 4.36, -1.79], [8.87, 3.87, -3.65], [10.77, 1.48, -0.02], [10.33, 3.21, -0.22], [11.80, 2.76, -0.87], [8.66, 4.95, -3.59], [7.94, 3.42, -3.96], [9.62, 3.51, -4.30], [-4.03, 1.44, -4.68], [-3.36, 0.24, -5.24], [-3.87, -0.77, -5.58], [-1.76, 0.26, -5.30], [-1.35, 1.04, -5.86], [-1.55, 0.36, -4.28], [-1.34, -1.04, -5.80], [-3.40, 2.02, -4.09], [-4.91, 1.04, -4.14], [-4.29, 2.02, -5.52], [-0.24, -1.02, -5.70], [-1.79, -1.29, -6.75], [-1.76, -1.77, -5.08], [8.04, 5.30, 7.29], [7.25, 5.44, 6.07], [6.21, 5.97, 5.76], [8.02, 4.86, 4.86], [7.27, 4.65, 4.19], [8.67, 5.51, 4.40], [8.79, 3.60, 5.17], [7.92, 4.35, 7.79], [7.76, 6.01, 8.08], [9.06, 5.49, 7.27], [9.23, 3.33, 4.23], [8.04, 2.87, 5.53], [9.45, 3.89, 5.94], [-7.07, 3.13, 7.85], [-6.28, 2.20, 6.99], [-5.20, 2.28, 6.55], [-7.21, 0.95, 6.42], [-8.03, 0.59, 6.91], [-7.58, 1.30, 5.50], [-6.34, -0.23, 6.13], [-7.41, 2.59, 8.74], [-7.94, 3.39, 7.27], [-6.49, 3.99, 8.08], [-5.82, 0.06, 5.22], [-6.97, -1.16, 6.01], [-5.60, -0.34, 6.90], [0.07, -4.36, -0.98], [0.39, -4.13, 0.40], [1.17, -3.57, 1.01], [-0.74, -4.97, 1.26], [-1.58, -4.54, 1.01], [-0.67, -5.97, 1.04], [-0.43, -4.76, 2.67], [0.69, -3.84, -1.67], [-0.93, -4.03, -1.14], [0.04, -5.47, -1.18], [-0.19, -3.70, 2.83], [0.49, -5.29, 2.93], [-1.26, -5.11, 3.30], [-14.31, -6.10, -1.73], [-14.56, -7.82, -5.44], [-14.48, -7.38, -4.38], [-14.90, -8.19, -6.76], [-15.69, -8.82, -6.70], [-15.19, -7.36, -7.26], [-14.35, -8.92, -8.27], [-13.36, -6.11, -2.21], [-14.64, -6.77, -0.94], [-15.08, -5.34, -1.90], [-13.41, -9.42, -8.08], [-14.12, -8.01, -8.80], [-15.25, -9.52, -8.56], [6.99, 0.56, -0.11], [7.02, 0.51, 1.21], [8.24, 0.56, -0.50], [6.32, -0.54, -0.56], [5.99, 2.10, -0.63], [5.89, 2.16, -2.08], [4.86, 2.01, 0.23], [7.09, 3.18, -0.30], [7.44, 3.90, 1.07], [6.53, 3.69, 2.14], [8.87, 3.92, 1.48], [7.20, 5.64, 0.54], [5.91, 5.86, 0.36], [7.71, 6.47, 1.42], [7.82, 5.78, -0.63], [-3.42, -1.87, -1.61], [-2.49, -2.49, -2.35], [-3.51, -0.61, -2.15], [-4.54, -2.48, -1.72], [-2.58, -1.60, 0.06], [-3.47, -0.84, 0.89], [-2.28, -2.94, 0.57], [-1.25, -0.93, -0.40], [-0.88, 0.28, -1.29], [-0.64, -0.04, -2.69], [-1.52, 1.56, -1.05], [0.84, 0.59, -0.59], [1.38, 1.59, -1.29], [0.76, 0.90, 0.69], [1.52, -0.52, -0.70]], "lowdin_charge": [0.036, -0.372, 0.237, 0.062, 0.065, 0.172, 0.027, 0.120, 0.039, 0.107, 0.114, 0.092, 0.088, 0.047, -0.362, 0.174, 0.072, 0.206, 0.110, -0.024, 0.076, 0.126, 0.103, 0.119, 0.110, 0.103, 0.009, -0.334, 0.189, 0.081, 0.142, 0.196, 0.029, 0.118, 0.126, 0.085, 0.093, 0.132, 0.075, 0.048, -0.327, 0.228, 0.065, 0.163, 0.192, -0.013, 0.113, 0.105, 0.101, 0.095, 0.131, 0.099, 0.033, -0.389, 0.239, 0.064, 0.065, 0.184, -0.027, 0.108, 0.068, 0.140, 0.110, 0.111, 0.112, 0.177, -0.148, 0.204, 0.051, 0.157, 0.147, 0.143, -0.018, 0.001, -0.002, 0.085, 0.084, 0.117, -0.641, 0.146, 0.146, 0.114, 0.610, -0.285, -0.246, -0.341, 0.623, -0.280, -0.322, -0.713, 0.171, 0.169, 0.123, -0.645, 0.104, 0.077, 0.221, 0.643, -0.259, -0.323, -0.296, 0.624, -0.327, -0.276, -0.706, 0.162, 0.164, 0.157]}